Version i
Density functional theory data (wB97M-V/def2-TZVPD) for C7H7N in the gas phase.

Structure (XYZ):
```
15
C7H7N (wB97M-V/def2-TZVPD)
C 0.14467 1.02055 -1.30861
C -0.94893 1.70941 -0.77343
C 1.13536 -1.42352 -0.18256
C 0.24121 -0.28989 -0.55567
C -1.61309 0.70210 0.06209
C 0.92774 -0.45707 0.71461
C -1.31335 -0.60296 -0.42358
N 1.13033 -0.08439 1.97089
H 0.85441 1.43094 -2.00599
H -1.25985 2.69513 -1.03808
H 1.41388 -2.40583 -0.48950
H -1.92566 -0.95573 -1.26842
H -1.45028 -1.32874 0.40152
H 0.85205 0.73584 2.42981
H 1.81151 -0.74582 2.46691
```

## Properties
HOMO level (alpha / beta) = -7.3 / -7.3 eV
Kohn-Sham gap (alpha / beta) = 7.3 / 7.3 eV
Total charge = 0
2S+1 = 1

Version ii
Density functional theory data (wB97M-V/def2-TZVPD) for 2 unconnected molecules or ions with the total composition C7H7N.

Structure (XYZ):
```
15
C7H7N (wB97M-V/def2-TZVPD)
C -2.60533 -0.46619 0.64317
C -2.68382 0.10588 -0.37397
C 2.24157 -0.66863 0.01216
C 2.08557 0.70591 0.16412
C 0.80537 1.23342 -0.00308
C -0.21562 0.28484 -0.14327
C 0.01422 -1.05746 -0.32137
H -2.24429 -0.94437 1.63045
H -3.07184 0.74797 -1.19584
H 3.22550 -1.27112 0.09719
H 2.96268 1.34601 0.61116
H 0.46971 2.35598 -0.17118
H -1.19990 0.74838 -0.45090
H -1.01767 -1.57980 -0.33892
N 1.23385 -1.54084 -0.15972
```

## Properties
HOMO level = -9.2 eV
Kohn-Sham gap = 10.2 eV
SMILES = c1ccncc1.C#C
Total charge = 0
2S+1 = 1

Version iii
Density functional theory data (wB97M-V/def2-TZVPD) for C7H7N in the gas phase.

Structure (XYZ):
```
15
C7H7N (wB97M-V/def2-TZVPD)
C -1.31627 -1.09211 -0.07240
C -2.08410 -0.00462 -0.20100
C -1.25587 1.15702 -0.08229
C 1.27324 1.18403 0.04518
C 2.10615 0.03271 -0.21189
C 1.36525 -1.12443 -0.18235
C 0.05448 -0.72094 0.24514
H -1.78693 -2.08844 0.00340
H -3.17382 0.13834 -0.51490
H -1.63360 2.27270 0.03911
H 1.52581 2.25754 -0.19300
H 3.15595 0.15648 -0.39156
H 1.70502 -2.09529 -0.05878
H 0.03902 -0.83146 1.36634
N 0.02567 0.75845 0.20899
```

## Properties
HOMO level = -6.3 eV
Kohn-Sham gap = 6.7 eV
Total charge = 0
2S+1 = 1

The structure shown above that is least stable: version i.